{"formula": "C35H41BiCl5IN9O3S3", "method": "ωB97M-V/def2-TZVPD", "symbols": ["C", "N", "H", "H", "N", "H", "H", "O", "N", "C", "C", "Cl", "H", "H", "H", "H", "H", "H", "C", "Cl", "C", "N", "H", "H", "C", "Cl", "C", "O", "H", "H", "H", "H", "H", "H", "H", "H", "C", "H", "C", "C", "C", "O", "H", "H", "C", "H", "H", "S", "C", "C", "H", "N", "H", "C", "C", "C", "C", "C", "C", "C", "C", "C", "C", "N", "Bi", "C", "H", "C", "H", "N", "H", "C", "H", "Cl", "H", "H", "H", "N", "Cl", "C", "I", "C", "H", "S", "C", "S", "H", "C", "C", "N", "C", "H", "H", "H", "H", "C", "C", "H"], "coordinates": [[9.524671, 13.765709, 13.983868], [10.434840, 14.831759, 13.780067], [8.379433, 21.520197, 14.518640], [5.238804, 22.836348, 9.905387], [11.752293, 13.461290, 8.685476], [3.541273, 16.374377, 6.764494], [8.631607, 18.284838, 6.608308], [7.859428, 16.217731, 7.563983], [8.597457, 13.431970, 13.069425], [5.246280, 18.002423, 7.580698], [8.285327, 10.820093, 9.618544], [9.162749, 7.632735, 11.701096], [11.981843, 13.166666, 7.753971], [5.158684, 17.803667, 10.480880], [4.425547, 18.718035, 7.495708], [8.975283, 11.338800, 14.486190], [12.021822, 10.634033, 10.263022], [5.571530, 21.033923, 11.565179], [10.343371, 13.707883, 16.301732], [8.503766, 11.482615, 8.031507], [7.176121, 19.877144, 14.010324], [12.164486, 11.320356, 9.532135], [11.339776, 17.303814, 11.916556], [4.718474, 15.983378, 5.429870], [5.929649, 13.915871, 6.913452], [7.121849, 9.018267, 13.602898], [8.359649, 9.002126, 11.195220], [7.341509, 18.830947, 11.593838], [11.057926, 14.226483, 8.750900], [9.713528, 22.127028, 11.841769], [9.603576, 11.223911, 16.223362], [10.117538, 14.798002, 16.431265], [6.880727, 13.955855, 7.520970], [9.338304, 16.781652, 11.457648], [9.280384, 24.178292, 10.473667], [6.031770, 18.177720, 13.619835], [4.172245, 15.555589, 6.268099], [6.148292, 13.985118, 5.823006], [6.179191, 22.690677, 10.376095], [8.448444, 23.508517, 10.713400], [8.452677, 9.455352, 9.832109], [9.458266, 15.144362, 8.774897], [7.861591, 12.798172, 13.370701], [12.630017, 11.029440, 8.699712], [11.489268, 18.902103, 9.181559], [5.408061, 17.650021, 6.586993], [4.677880, 18.508107, 15.890261], [8.030411, 19.787852, 12.488065], [10.320821, 15.814561, 12.819505], [9.026515, 11.827837, 15.461436], [3.683775, 18.365134, 9.625613], [4.908420, 17.011690, 8.580770], [9.975606, 13.241589, 17.235196], [7.646192, 9.766256, 12.130137], [5.461084, 19.172478, 15.557426], [5.808686, 20.278509, 16.368537], [7.652382, 21.441334, 11.778834], [6.200229, 18.935313, 14.387809], [11.727011, 12.570619, 9.672846], [6.840870, 21.176828, 16.016424], [7.889558, 11.637791, 10.672626], [6.374425, 21.668168, 11.299964], [7.511084, 21.003193, 14.836055], [9.254950, 15.975871, 12.073189], [8.485817, 14.015195, 10.922240], [10.786421, 17.693320, 9.209180], [5.269080, 20.405282, 17.273910], [9.741897, 17.491214, 8.258069], [7.131191, 24.324594, 9.290959], [11.385041, 16.615848, 12.671867], [8.008482, 11.995175, 15.827859], [7.253996, 11.057604, 11.751469], [5.354846, 13.011902, 7.139555], [8.871108, 8.486182, 8.518288], [11.193999, 14.873797, 14.471725], [6.165994, 18.561388, 7.859637], [11.430886, 13.476813, 16.239026], [9.620893, 13.168255, 15.178061], [5.896012, 11.812290, 12.551581], [8.948259, 16.162929, 8.194183], [12.451945, 21.519876, 7.973502], [10.236314, 19.579486, 7.211264], [11.024714, 16.858495, 9.884722], [11.037056, 13.106453, 11.239312], [7.207329, 23.583095, 10.060837], [5.695435, 14.860697, 9.890755], [7.078977, 22.029872, 16.636275], [9.403897, 18.468723, 7.329848], [8.684811, 22.360879, 11.517719], [5.147831, 15.154013, 7.246197], [5.335218, 15.728148, 8.452846], [12.139924, 19.190075, 9.977012], [3.824044, 16.772671, 10.416094], [10.165722, 20.236861, 6.373013], [12.261737, 16.423391, 13.102612], [4.344307, 17.524613, 9.779319], [11.311228, 19.769251, 8.087883], [3.510918, 14.776449, 5.950041]], "forces_ev_per_angstrom": [[-1.35, 0.39, -0.64], [-0.67, -1.42, 0.71], [0.45, 1.14, 0.00], [-0.75, -0.07, -0.26], [-0.28, -0.44, 0.52], [0.74, -1.19, -0.99], [-0.32, -0.07, -0.01], [2.00, -0.46, 1.14], [1.81, 0.58, 2.03], [0.26, 1.37, 0.35], [-0.07, 0.00, 1.15], [0.46, -1.57, 0.10], [0.09, -0.14, -0.29], [-0.28, 0.47, -0.35], [0.00, 0.06, 0.13], [-0.02, -0.49, 0.36], [0.08, 0.38, -0.08], [-0.67, -0.74, 0.15], [0.35, 0.97, 0.93], [0.32, 0.30, 0.15], [-1.08, 1.00, 1.96], [-0.12, 0.55, 0.57], [0.21, -0.43, 0.64], [-0.35, 0.06, -0.42], [0.43, 1.21, 0.29], [0.15, 0.29, -0.06], [-0.45, 1.40, -1.39], [-0.26, -0.62, -0.03], [0.23, 0.14, -0.05], [-0.63, 0.23, -0.01], [-0.39, 0.94, -1.10], [0.54, -0.81, -0.22], [-1.11, -0.16, -0.90], [-0.10, -0.02, -0.02], [-0.46, -0.19, 0.13], [-0.35, -0.17, 0.57], [-0.30, 2.63, 1.20], [0.01, -0.23, 0.78], [0.83, 0.40, 0.45], [-0.25, -1.67, 0.07], [0.08, 0.55, 1.66], [0.22, -0.28, 0.33], [0.36, 0.07, 0.33], [0.14, -0.20, -0.47], [-0.48, -0.30, -0.81], [0.20, -0.73, -0.38], [-0.05, -0.07, -0.12], [0.95, 0.84, -0.90], [-1.10, 0.90, -1.45], [-0.15, 0.46, -0.55], [-0.05, 0.20, -0.42], [-0.06, -0.63, -1.48], [0.15, 0.15, -0.62], [-0.56, -0.15, -0.66], [1.23, 0.85, 0.37], [0.32, -0.67, -1.33], [0.75, 0.33, 0.21], [0.50, 1.24, -1.03], [-1.20, 0.69, 0.68], [-0.72, -0.30, 0.21], [-1.20, 1.15, -0.70], [0.52, 0.75, -0.76], [-0.49, -2.69, -0.97], [0.97, -0.16, 1.70], [-1.17, -0.18, -2.57], [-0.95, 0.13, -1.12], [-0.35, 0.27, 0.65], [0.23, -0.88, 0.79], [-0.52, 0.32, -0.19], [0.13, 0.72, -0.19], [0.09, -0.29, 0.06], [0.70, -1.31, 0.06], [0.07, 0.15, -0.03], [0.39, -1.01, -0.18], [-0.54, 0.12, -0.84], [-0.48, -0.31, 0.08], [-0.53, 0.41, 0.09], [0.06, -1.17, 0.59], [0.53, 0.34, 0.20], [-1.55, 1.28, -1.11], [-0.05, -0.17, -0.03], [0.87, -0.36, 0.23], [-0.11, 0.51, -0.21], [0.95, -1.02, -1.09], [1.05, -0.19, 0.78], [0.19, -0.42, -0.20], [-0.03, -0.10, 0.21], [1.34, 0.12, 0.23], [0.14, -0.05, -0.26], [1.43, -1.88, 0.84], [-1.40, 0.14, 0.15], [0.68, -0.06, 0.25], [0.07, 0.18, -1.07], [-0.38, 0.44, -0.32], [0.43, -0.01, 0.12], [0.83, -0.41, 2.90], [-1.06, -0.15, 0.89], [-0.10, -0.78, -0.06]], "homo_lumo_gap_ev": 6.98, "energy_ha": -6084.41491, "charge": 1, "mol_weight_g_mol": 1245.12, "e_above_lowest_kj_mol": 250.1, "e_lumo_ev": -2.6, "max_force_ev_per_a": 3.05}